# 1
Here is a molecular structure, C52H34CrN13 in a non-equilibrium geometry from the Open Molecules 2025 dataset. Energies are from wB97M-V/def2-TZVPD.

CARTESIAN COORDINATES (ANGSTROEM)
Cr -0.68 0.31 -0.33
C -0.93 2.76 -5.56
C -0.18 1.60 -5.94
C -0.15 0.48 -5.16
C -0.87 0.49 -3.94
C -1.02 -0.39 -2.88
N -1.85 0.13 -1.92
C -2.22 1.38 -2.32
N -2.99 2.28 -1.59
C -2.62 2.63 -0.41
C -3.11 3.85 0.26
C -4.20 4.67 0.02
C -4.31 5.82 0.79
C -3.35 6.15 1.75
C -2.24 5.33 1.96
C -2.16 4.17 1.21
C -1.13 3.09 1.22
N -0.06 3.25 1.96
C 0.77 2.13 2.14
N 0.61 1.14 1.04
C 1.99 -0.35 1.90
N 2.47 -1.03 0.93
C 1.78 -1.66 -0.12
N 0.72 -1.16 -0.81
C 0.47 -1.97 -1.87
N -0.63 -1.75 -2.75
C 1.42 -3.00 -1.93
C 1.60 -4.12 -2.77
C 2.62 -4.98 -2.48
C 3.48 -4.78 -1.37
C 3.31 -3.71 -0.53
C 2.27 -2.80 -0.80
C 2.86 0.81 2.41
C 4.20 0.68 2.68
C 4.98 1.81 2.93
C 4.42 3.07 2.89
C 3.06 3.23 2.61
C 2.28 2.12 2.37
N -1.55 2.11 0.33
C -1.64 1.65 -3.57
C -1.65 2.79 -4.41
H -0.91 3.63 -6.21
H 0.37 1.61 -6.87
H 0.43 -0.39 -5.45
H -4.92 4.42 -0.74
H -5.15 6.48 0.64
H -3.46 7.06 2.32
H -1.48 5.58 2.69
H 0.95 -4.28 -3.62
H 2.79 -5.85 -3.11
H 4.28 -5.48 -1.18
H 3.96 -3.55 0.33
H 4.65 -0.31 2.67
H 6.03 1.70 3.14
H 5.03 3.95 3.07
H 2.60 4.21 2.56
H -2.21 3.67 -4.12
C 0.76 -6.78 0.47
C 0.20 -5.39 0.62
C 0.48 -4.60 1.73
C 0.03 -3.30 1.84
C -0.74 -2.68 0.83
N -1.16 -1.37 0.88
C -0.81 -0.71 2.07
C -1.81 -0.50 2.94
C -1.83 0.48 4.01
C -0.81 1.33 4.10
C -0.72 2.47 5.05
C 0.40 1.10 3.26
C 0.53 0.00 2.18
N 1.48 1.41 -0.07
C 2.79 1.65 -0.36
C 2.82 2.00 -1.69
C 1.50 1.94 -2.15
N 0.71 1.58 -1.17
C -1.05 -3.52 -0.24
C -0.61 -4.83 -0.35
N -2.05 -3.09 -1.19
C -3.35 -3.15 -0.96
C -4.03 -2.57 -2.02
C -3.05 -2.13 -2.87
N -1.85 -2.50 -2.41
H 1.11 -7.17 1.43
H 1.61 -6.77 -0.22
H 0.02 -7.47 0.07
H 1.08 -5.01 2.54
H 0.27 -2.73 2.73
H -2.72 -1.02 2.71
H -2.69 0.56 4.65
H -1.62 2.55 5.66
H -0.59 3.41 4.50
H 0.14 2.36 5.72
H 1.21 1.04 3.98
H 3.59 1.54 0.34
H 3.70 2.26 -2.25
H 1.10 2.11 -3.14
H -0.90 -5.41 -1.23
H -3.70 -3.65 -0.07
H -5.09 -2.42 -2.11
H -3.12 -1.67 -3.84

Computed properties:
HOMO level (alpha / beta) in eV: -6.17 / -6.21
Spin multiplicity: 4
Orbital gap (alpha / beta) in eV: 6.21 / 6.21
M in g/mol: 892.93
Energy relative to the best compared isomer or geometry (same formula, charge and spin) in kJ/mol: 803.7
DFT total energy in eV: -102263.2599
<S²>: 3.782
Charge: 0

Löwdin atomic charge list, values in e, 4 entries:
1 Cr 0.916
2 C -0.102
3 C -0.100
4 C -0.036



# 2
Here is a molecular structure, C52H36N6ReS2 in a non-equilibrium geometry from the Open Molecules 2025 dataset. Energies are from wB97M-V/def2-TZVPD.

CARTESIAN COORDINATES (ANGSTROEM)
Re 0.13 0.30 -0.44
C -4.84 5.64 -2.94
C -5.19 4.54 -2.17
C -4.21 3.64 -1.77
C -2.89 3.84 -2.14
C -2.54 4.94 -2.91
C -3.52 5.84 -3.31
C -1.86 2.84 -1.69
C -1.25 3.02 -0.43
C -1.46 4.12 0.47
C -0.70 3.90 1.57
C 0.04 2.67 1.36
C 1.02 2.15 2.14
C 1.13 2.64 3.53
C 2.31 3.21 4.02
C 2.37 3.66 5.33
C 1.27 3.51 6.17
C 0.10 2.95 5.69
C 0.02 2.53 4.37
C 1.92 1.05 1.64
N 2.09 1.22 0.19
C 2.38 -1.34 1.31
C 1.71 -2.65 1.09
C 1.83 -3.74 2.04
C 0.71 -4.48 2.42
C 0.82 -5.52 3.33
C 2.06 -5.82 3.88
C 3.18 -5.09 3.52
C 3.07 -4.05 2.62
C 0.93 -2.76 -0.04
C 0.55 -4.01 -0.61
C -0.12 -3.76 -1.77
C -0.18 -2.35 -1.92
N 0.47 -1.72 -0.90
C -0.90 -1.71 -3.00
C -1.17 -0.38 -3.08
C -1.93 0.25 -4.15
C -2.21 1.51 -3.78
C -1.63 1.74 -2.47
N -0.90 0.59 -2.10
C -1.53 -2.61 -4.01
C -0.76 -3.32 -4.94
C -1.37 -4.18 -5.84
C -2.75 -4.35 -5.81
C -3.52 -3.65 -4.90
C -2.91 -2.77 -4.01
C 3.17 -0.94 2.55
C 2.99 0.58 2.66
N -0.36 2.16 0.10
H -5.61 6.34 -3.26
H -6.22 4.38 -1.88
H -4.48 2.78 -1.17
H -1.51 5.10 -3.20
H -3.25 6.70 -3.91
H -2.10 4.97 0.27
H -0.59 4.54 2.43
H 3.15 3.36 3.36
H 3.27 4.13 5.70
H 1.33 3.84 7.20
H -0.77 2.85 6.34
H -0.89 2.08 3.99
H -0.27 -4.20 2.04
H -0.06 -6.08 3.62
H 2.15 -6.63 4.59
H 4.15 -5.33 3.95
H 3.96 -3.52 2.30
H 0.82 -4.98 -0.21
H -0.54 -4.48 -2.46
H -2.21 -0.25 -5.06
H -2.76 2.25 -4.33
H 0.31 -3.18 -4.96
H -0.77 -4.71 -6.57
H -3.22 -5.03 -6.51
H -4.59 -3.78 -4.87
H -3.51 -2.22 -3.29
H 4.07 -1.40 2.95
H 3.72 1.19 3.16
C -2.42 -0.80 1.35
C -1.13 -0.88 2.12
N -0.05 -0.41 1.47
C 1.27 -0.33 1.94
C 2.01 -0.38 3.30
S -1.11 -1.53 3.63
C 3.16 -0.94 0.09
C 4.06 -1.63 -0.63
S 4.78 -0.61 -1.82
C 3.86 0.72 -1.32
N 3.06 0.37 -0.33
C 3.90 2.07 -1.93
H -2.27 -0.52 0.30
H -3.07 -0.05 1.81
H -2.95 -1.75 1.40
H 1.67 -0.48 4.32
H 4.33 -2.67 -0.54
H 4.92 2.35 -2.18
H 3.47 2.79 -1.24
H 3.32 2.09 -2.86

Computed properties:
HOMO level (alpha / beta) in eV: -12.62 / -12.60
Spin multiplicity: 2
Orbital gap (alpha / beta) in eV: 5.07 / 5.18
M in g/mol: 995.24
DFT total energy in eV: -87232.3400
<S²>: 0.884
Charge: +2

Löwdin atomic charge list, values in e, 4 entries:
1 Re 1.734
2 C -0.062
3 C -0.057
4 C -0.027



# 3
Here is a molecular structure, C52H37AsF5N2O2PS5Ti in a non-equilibrium geometry from the Open Molecules 2025 dataset. Energies are from wB97M-V/def2-TZVPD.

CARTESIAN COORDINATES (ANGSTROEM)
Ti -0.36 -2.24 -0.37
C -2.79 -0.51 1.05
O -2.34 -0.65 -0.31
C -3.22 -1.45 -1.04
C -4.15 -0.89 -1.88
C -5.04 -1.74 -2.55
C -4.99 -3.11 -2.32
C -4.05 -3.66 -1.47
C -3.12 -2.84 -0.84
N -2.06 -3.21 -0.02
N -2.32 -4.27 0.78
C -1.48 -4.40 1.82
C -0.44 -3.51 2.20
O -0.17 -2.40 1.48
C 0.33 -3.74 3.34
C 0.16 -4.83 4.14
C -0.85 -5.77 3.81
C -1.08 -6.93 4.60
C -2.04 -7.84 4.28
C -2.84 -7.63 3.13
C -2.64 -6.52 2.35
C -1.66 -5.56 2.67
H -3.59 0.23 1.08
H -3.13 -1.48 1.43
H -1.94 -0.19 1.64
H -4.18 0.18 -2.01
H -5.77 -1.32 -3.23
H -5.68 -3.76 -2.84
H -3.98 -4.73 -1.30
H 1.10 -3.00 3.56
H 0.78 -4.99 5.01
H -0.45 -7.08 5.48
H -2.19 -8.72 4.90
H -3.60 -8.36 2.86
H -3.23 -6.36 1.47
S 6.26 -5.25 0.96
C 4.80 -4.57 0.50
S 3.38 -5.46 0.20
C 2.32 -4.14 -0.24
C 2.89 -2.91 -0.18
S 2.09 -1.43 -0.60
S 4.56 -2.88 0.32
S 0.69 -4.45 -0.76
F -1.52 -4.18 -2.98
C -1.09 -2.99 -3.45
C -0.67 -1.99 -2.59
C -0.29 -0.84 -3.25
F 0.11 0.26 -2.53
C -0.28 -0.66 -4.62
F 0.13 0.50 -5.18
C -0.69 -1.70 -5.43
F -0.71 -1.56 -6.77
C -1.11 -2.88 -4.84
F -1.53 -3.89 -5.62
C 1.23 2.48 -0.51
C 2.63 1.97 -0.79
As 3.82 3.24 -1.71
C 3.90 4.67 -0.37
C 3.67 4.43 0.98
C 3.81 5.45 1.92
C 4.19 6.72 1.51
C 4.44 6.97 0.17
C 4.30 5.95 -0.76
C 2.46 4.00 -2.90
C 2.19 3.25 -4.05
C 1.16 3.61 -4.90
C 0.40 4.74 -4.63
C 0.66 5.49 -3.49
C 1.69 5.12 -2.63
P 0.18 1.31 0.47
C 0.96 1.52 2.12
C 1.45 0.37 2.72
C 2.13 0.45 3.93
C 2.32 1.67 4.55
C 1.84 2.83 3.95
C 1.17 2.75 2.74
C -1.31 2.40 0.55
C -1.93 2.80 1.72
C -3.12 3.53 1.69
C -3.70 3.86 0.47
C -3.09 3.44 -0.71
C -1.92 2.71 -0.67
H 0.71 2.64 -1.46
H 1.25 3.44 0.01
H 2.61 1.09 -1.43
H 3.15 1.65 0.12
H 3.35 3.45 1.32
H 3.61 5.24 2.96
H 4.30 7.51 2.24
H 4.74 7.96 -0.15
H 4.50 6.16 -1.81
H 2.77 2.36 -4.26
H 0.94 3.00 -5.77
H -0.41 5.02 -5.29
H 0.06 6.36 -3.26
H 1.86 5.70 -1.73
H 1.29 -0.59 2.24
H 2.51 -0.46 4.39
H 2.85 1.73 5.49
H 1.98 3.79 4.42
H 0.81 3.66 2.27
H -1.51 2.53 2.68
H -3.59 3.83 2.61
H -4.62 4.43 0.44
H -3.54 3.68 -1.66
H -1.48 2.35 -1.59

Computed properties:
HOMO level (alpha / beta) in eV: -0.71 / -0.71
Orbital gap (alpha / beta) in eV: 4.31 / 4.30
M in g/mol: 1130.97
Energy relative to the best compared isomer or geometry (same formula, charge and spin) in kJ/mol: 102.9
DFT total energy in eV: -222608.8409
Charge: -2

Löwdin atomic charge list, values in e, 4 entries:
1 Ti 0.694
2 C -0.053
3 O -0.201
4 C -0.262



# 4
Here is a molecular structure, C52H38Cl4IN3O3PtTe2 in a non-equilibrium geometry from the Open Molecules 2025 dataset. Energies are from wB97M-V/def2-TZVPD.

CARTESIAN COORDINATES (ANGSTROEM)
Pt -0.01 0.09 -0.02
C 4.08 -0.42 5.74
C 3.00 -0.37 4.73
C 1.65 -0.33 5.10
C 0.65 -0.27 4.15
C -0.75 -0.17 4.66
O -0.96 0.55 5.61
C -1.83 -0.92 4.00
C -3.14 -0.56 4.33
C -4.21 -1.23 3.76
C -3.98 -2.25 2.85
C -2.69 -2.63 2.54
C -1.61 -1.98 3.11
C 0.95 -0.14 2.76
O -0.02 0.11 1.96
C 2.34 -0.18 2.36
C 3.31 -0.32 3.37
C 2.78 -0.05 1.00
N 1.98 0.02 -0.04
C 2.56 0.07 -1.37
C 2.99 1.48 -1.78
Te 1.36 2.78 -2.45
C 1.67 3.40 1.21
C 2.77 4.17 0.84
C 3.66 4.57 1.82
C 3.43 4.25 3.15
C 2.32 3.51 3.51
C 1.43 3.09 2.54
C 4.25 0.08 0.79
C 4.85 1.27 1.20
C 6.20 1.50 0.96
C 6.96 0.54 0.31
C 6.38 -0.66 -0.07
C 5.03 -0.90 0.18
H 3.68 -0.45 6.75
H 4.73 0.45 5.64
H 4.71 -1.30 5.58
H 1.37 -0.38 6.15
H -3.30 0.23 5.04
H -5.22 -0.96 4.04
H -4.82 -2.76 2.39
H -2.52 -3.44 1.85
H -0.60 -2.31 2.89
H 4.35 -0.36 3.08
H 1.85 -0.33 -2.09
H 3.44 -0.57 -1.41
H 3.63 1.41 -2.66
H 3.54 1.96 -0.98
H 2.91 4.46 -0.19
H 4.53 5.15 1.53
H 4.12 4.59 3.90
H 2.12 3.29 4.55
H 0.54 2.54 2.81
H 4.26 2.01 1.70
H 6.64 2.42 1.28
H 8.00 0.72 0.11
H 6.97 -1.41 -0.56
H 4.60 -1.85 -0.10
Cl -5.73 -0.39 -3.72
C -4.11 -0.22 -3.21
C -3.11 -0.15 -4.18
C -1.79 0.00 -3.81
I -0.25 0.19 -5.21
C -1.43 0.07 -2.44
O -0.20 0.25 -2.06
C -2.45 -0.01 -1.46
N -2.04 0.11 -0.17
C -2.98 0.15 0.79
C -4.32 0.04 0.52
C -4.76 -0.13 -0.79
C -3.81 -0.14 -1.82
H -3.38 -0.20 -5.22
H -2.62 0.28 1.80
H -5.04 0.09 1.32
H -5.81 -0.22 -1.02
Te -0.07 3.07 -0.20
C -0.08 5.21 -0.15
C -0.52 5.77 1.04
C -0.57 7.14 1.19
C -0.16 7.96 0.15
C 0.30 7.40 -1.03
C 0.33 6.03 -1.19
C -2.03 3.15 -1.35
C -2.22 3.17 -2.72
C -3.51 3.16 -3.21
C -4.59 3.13 -2.35
C -4.39 3.14 -0.98
C -3.10 3.14 -0.47
H -0.82 5.12 1.85
H -0.92 7.57 2.11
H -0.18 9.03 0.26
H 0.64 8.04 -1.83
H 0.69 5.60 -2.13
H -1.38 3.20 -3.40
H -3.67 3.18 -4.28
H -5.60 3.12 -2.74
H -5.23 3.13 -0.29
H -2.93 3.14 0.60
Cl 0.68 -5.82 -1.53
C 0.00 -5.07 -0.06
Cl -1.69 -5.60 0.19
Cl 1.00 -5.47 1.37
C 0.00 -3.64 -0.20
N 0.00 -2.50 -0.29

Computed properties:
HOMO level (alpha / beta) in eV: -10.01 / -12.37
Spin multiplicity: 5
Orbital gap (alpha / beta) in eV: 3.91 / 4.23
M in g/mol: 1471.89
Energy relative to the best compared isomer or geometry (same formula, charge and spin) in kJ/mol: 251.6
DFT total energy in eV: -141156.9966
<S²>: 6.082
Charge: +2

Löwdin atomic charge list, values in e, 4 entries:
1 Pt 1.118
2 C -0.039
3 C -0.246
4 C 0.049